{
  "formula": "C22H24N4O5S2",
  "method": "ωB97M-V/def2-TZVPD",
  "symbols": ["C", "C", "H", "H", "O", "C", "O", "C", "H", "H", "S", "C", "N", "N", "C", "N", "C", "C", "C", "C", "C", "C", "H", "H", "H", "H", "H", "C", "C", "C", "C", "C", "C", "H", "H", "S", "O", "O", "N", "C", "H", "C", "H", "O", "C", "H", "C", "H", "H", "H", "H", "H", "H", "H", "H", "H", "H"],
  "xyz": [[3.967, -0.691, -1.666], [4.285, -1.331, -3.009], [4.072, -0.647, -3.835], [5.331, -1.650, -3.048], [3.451, -2.473, -3.219], [3.984, -3.675, -3.027], [5.141, -3.894, -2.799], [2.961, -4.788, -3.166], [3.075, -5.471, -2.325], [3.132, -5.327, -4.099], [1.252, -4.193, -3.220], [1.237, -3.406, -1.676], [2.127, -3.570, -0.732], [1.804, -2.757, 0.273], [0.721, -2.094, -0.045], [0.305, -2.475, -1.305], [-0.712, -1.938, -2.115], [-0.814, -0.560, -2.266], [-1.804, -0.035, -3.076], [-2.681, -0.878, -3.740], [-2.569, -2.250, -3.595], [-1.586, -2.787, -2.782], [-1.495, -3.855, -2.660], [-3.248, -2.908, -4.113], [-3.450, -0.463, -4.373], [-1.884, 1.034, -3.194], [-0.122, 0.090, -1.751], [0.056, -1.155, 0.836], [-1.324, -0.955, 0.800], [-1.912, -0.057, 1.673], [-1.126, 0.628, 2.579], [0.239, 0.420, 2.647], [0.833, -0.472, 1.777], [1.893, -0.665, 1.807], [0.812, 0.958, 3.385], [-1.866, 1.812, 3.697], [-1.394, 1.575, 5.028], [-3.285, 1.831, 3.467], [-1.115, 3.210, 3.138], [-1.736, 3.781, 1.959], [-2.073, 2.958, 1.328], [-2.917, 4.682, 2.339], [-3.289, 5.222, 1.466], [-2.524, 5.665, 3.271], [-2.018, 5.075, 4.449], [-1.758, 5.899, 5.115], [-0.795, 4.208, 4.142], [-0.467, 3.675, 5.033], [0.020, 4.827, 3.753], [-2.790, 4.447, 4.918], [-3.716, 4.057, 2.760], [-0.975, 4.363, 1.429], [-2.977, 0.116, 1.672], [-1.940, -1.508, 0.107], [4.627, 0.155, -1.498], [2.935, -0.344, -1.646], [4.105, -1.416, -0.866]],
  "relative_energy_kcal_mol": 12.7,
  "energy_ev": -61071.26900,
  "lumo_energy_ev": -0.07,
  "homo_ha": -0.3138,
  "smiles": "CCOC(=O)CSc1nnc(-c2ccc(S(=O)(=O)N3CCOCC3)cc2)n1-c1ccccc1"
}

=====

{
  "formula": "C6H8ClN2OS",
  "method": "ωB97M-V/def2-TZVPD",
  "symbols": ["C", "C", "C", "C", "C", "C", "N", "N", "O", "S", "Cl", "H", "H", "H", "H", "H", "H", "H", "H"],
  "xyz": [[0.794, 1.540, -1.116], [2.235, -0.024, -0.107], [-0.891, -1.045, 0.799], [-1.008, 0.226, 1.550], [-0.463, 0.886, -1.071], [-0.081, -0.932, -0.484], [1.913, 1.149, -0.565], [1.395, -1.083, -0.388], [-3.004, 0.863, -0.132], [-1.703, 1.429, 0.307], [3.753, -0.429, 0.289], [0.956, 2.354, -1.940], [-0.422, -1.740, 1.399], [-1.770, -1.437, 0.354], [-1.614, 0.044, 2.487], [-0.173, 0.595, 2.019], [-1.098, 1.168, -1.925], [-0.432, -1.519, -1.225], [1.614, -2.046, -0.250]],
  "relative_energy_kcal_mol": 47.9,
  "energy_ev": -34726.34477,
  "total_charge": 1,
  "lumo_energy_ev": [-6.04, -6.04],
  "homo_ha": [-0.4927, -0.4927]
}